(1)
Molecular formula: C2H3F2N
Method: DFT, the ωB97M-V functional and the def2-TZVPD basis

Structure (ORCA input):
```
! RIJCOSX wB97M-V def2-TZVPD def2/J DEFGRID3
* xyz 0 1
C -0.667 0.156 0.448
C 0.508 -0.469 0.021
N -0.462 -0.402 -0.920
F 1.311 -1.489 0.219
F 1.863 0.854 0.112
H -1.457 -0.347 0.949
H -0.616 1.240 0.647
H -0.479 0.457 -1.476
*
```

* Kohn-Sham gap: 11.9 eV
* energy: -332.370049 a.u.
* highest occupied orbital energy: -11.66 eV

(2)
Molecular formula: C4H6O2
Method: DFT, the ωB97M-V functional and the def2-TZVPD basis

Structure (ORCA input):
```
! RIJCOSX wB97M-V def2-TZVPD def2/J DEFGRID3
* xyz 0 1
C 1.509 0.340 -0.687
C 0.405 0.712 0.277
O 0.207 1.865 0.595
C -0.517 -0.380 0.820
C -1.704 -0.600 -0.101
O -2.098 -1.687 -0.444
H 1.115 -0.204 -1.554
H 2.253 -0.307 -0.209
H 1.993 1.260 -1.023
H -0.027 -1.341 0.995
H -0.922 0.012 1.761
H -2.214 0.329 -0.432
*
```

* Kohn-Sham gap: 10.6 eV
* energy: -306.477372 a.u.
* highest occupied orbital energy: -9.99 eV
* SMILES: CC(=O)CC=O

(3)
Molecular formula: C38H76O23
Method: DFT, the ωB97M-V functional and the def2-TZVPD basis

Structure (ORCA input):
```
! RIJCOSX wB97M-V def2-TZVPD def2/J DEFGRID3
* xyz 0 1
C -4.279 0.201 -5.570
O -4.478 1.562 -5.607
C -4.370 2.262 -4.451
O -3.963 1.861 -3.362
O -4.459 3.570 -4.814
C -4.487 4.517 -3.797
H -3.233 -0.103 -5.607
H -4.765 -0.194 -6.462
H -4.694 -0.259 -4.672
H -4.844 5.472 -4.182
H -3.451 4.701 -3.510
H -5.123 4.370 -2.924
C 3.541 4.644 4.469
O 2.704 3.517 4.189
C 1.812 3.123 5.138
O 1.742 3.507 6.322
O 0.994 2.158 4.578
C 1.132 1.517 3.313
H 4.504 4.460 3.993
H 3.785 4.881 5.504
H 3.090 5.529 4.020
H 0.965 2.100 2.408
H 0.529 0.611 3.245
H 2.194 1.272 3.291
C 0.029 -1.176 5.914
O 1.015 -2.233 6.156
C 2.132 -2.241 5.479
O 2.454 -1.395 4.640
O 2.921 -3.279 5.808
C 2.709 -4.251 6.844
H -0.945 -1.639 6.069
H 0.135 -0.800 4.896
H 0.268 -0.434 6.675
H 1.741 -4.754 6.830
H 2.586 -3.750 7.804
H 3.427 -5.068 6.907
C 2.134 -1.008 0.885
O 1.058 -0.257 0.330
C -0.062 -0.924 -0.234
O -0.115 -2.145 -0.411
O -0.921 -0.048 -0.505
C -2.106 -0.469 -1.177
H 2.980 -1.049 0.199
H 1.876 -2.047 1.090
H 2.399 -0.552 1.839
H -2.722 -1.242 -0.719
H -1.826 -0.818 -2.171
H -2.734 0.414 -1.296
C -5.919 -3.030 -3.037
O -4.533 -3.077 -2.726
C -3.615 -3.563 -3.655
O -3.929 -3.823 -4.853
O -2.305 -3.608 -3.125
C -1.197 -4.082 -3.838
H -6.084 -2.288 -3.818
H -6.491 -2.782 -2.143
H -6.320 -4.012 -3.288
H -0.324 -4.312 -3.228
H -0.841 -3.367 -4.579
H -1.488 -4.987 -4.372
C -0.936 3.476 -1.935
O 0.060 4.044 -1.055
C 1.117 4.765 -1.438
O 1.382 5.052 -2.605
O 1.824 5.069 -0.320
C 2.902 6.013 -0.456
H -0.550 3.002 -2.837
H -1.637 4.261 -2.222
H -1.485 2.748 -1.339
H 2.558 6.927 -0.941
H 3.703 5.538 -1.022
H 3.371 6.203 0.510
C -3.399 -1.700 2.127
C -3.406 -3.035 1.441
C -2.270 -3.814 2.188
O -2.199 -3.184 3.469
C -2.340 -1.807 3.232
H -4.362 -1.350 2.498
H -3.088 -1.009 1.343
H -3.288 -3.002 0.358
H -4.335 -3.555 1.675
H -1.283 -3.735 1.731
H -2.498 -4.875 2.285
H -1.345 -1.427 2.996
H -2.590 -1.265 4.144
C -5.659 0.083 -0.561
C -5.387 1.179 0.415
C -6.433 2.234 0.020
O -7.501 1.490 -0.551
C -7.152 0.082 -0.611
H -5.248 -0.917 -0.421
H -5.208 0.332 -1.521
H -4.386 1.504 0.130
H -5.442 0.839 1.450
H -5.984 2.844 -0.764
H -6.716 2.651 0.986
H -7.531 -0.286 -1.565
H -7.513 -0.503 0.235
C 4.283 1.925 -0.404
C 4.920 1.880 0.992
C 5.178 3.359 1.240
O 5.565 3.831 -0.017
C 5.067 3.007 -1.072
H 3.202 2.067 -0.391
H 4.359 0.987 -0.954
H 5.889 1.381 0.980
H 4.329 1.355 1.743
H 5.852 3.675 2.036
H 4.243 3.885 1.429
H 5.927 2.619 -1.618
H 4.411 3.569 -1.736
C 5.294 -3.134 1.648
C 5.409 -3.448 0.164
C 5.328 -5.023 0.135
O 4.488 -5.336 1.164
C 4.203 -4.178 1.984
H 5.035 -2.102 1.881
H 6.151 -3.392 2.271
H 6.274 -3.000 -0.323
H 4.528 -3.135 -0.397
H 6.364 -5.268 0.370
H 4.928 -5.441 -0.789
H 4.099 -4.392 3.048
H 3.212 -3.788 1.750
C 2.772 -0.538 -3.716
C 2.596 0.789 -4.424
C 1.273 1.339 -3.856
O 0.514 0.159 -3.580
C 1.318 -1.025 -3.685
H 3.077 -0.271 -2.704
H 3.489 -1.133 -4.283
H 2.580 0.556 -5.489
H 3.418 1.475 -4.218
H 0.844 2.031 -4.580
H 1.390 1.824 -2.886
H 1.101 -1.493 -4.646
H 1.112 -1.676 -2.835
*
```

* Kohn-Sham gap: 9.8 eV
* energy: -3223.836182 a.u.
* highest occupied orbital energy: -9.33 eV
* SMILES: COC(=O)OC.COC(=O)OC.COC(=O)OC.COC(=O)OC.COC(=O)OC.COC(=O)OC.C1CCOC1.C1CCOC1.C1CCOC1.C1CCOC1.C1CCOC1

(4)
Molecular formula: C27H42N4PdSi2Te
Method: DFT, the ωB97M-V functional and the def2-TZVPD basis

Structure (ORCA input):
```
! RIJCOSX wB97M-V def2-TZVPD def2/J DEFGRID3
* xyz 2 1
Pd 0.407 -0.323 0.039
C 0.969 2.656 -0.045
C 2.147 2.441 0.874
C 3.024 1.276 0.518
C 4.392 1.517 0.467
C 5.288 0.491 0.256
C 4.778 -0.786 0.123
C 3.412 -0.958 0.162
N 2.515 0.036 0.326
N -0.145 1.752 0.277
C -1.199 1.910 -0.745
C -2.161 0.781 -0.629
C -3.520 0.932 -0.829
C -4.352 -0.166 -0.694
C -3.792 -1.379 -0.337
C -2.426 -1.457 -0.147
N -1.610 -0.408 -0.306
C -0.708 2.042 1.632
C -0.167 1.226 2.792
C -0.057 1.791 4.055
C 0.371 0.988 5.101
C 0.682 -0.340 4.849
C 0.550 -0.810 3.554
N 0.128 -0.045 2.548
H 1.260 2.473 -1.082
H 0.619 3.692 0.022
H 1.817 2.330 1.910
H 2.763 3.338 0.859
H 4.745 2.529 0.612
H 6.352 0.681 0.213
H 5.417 -1.646 -0.014
H 3.029 -1.955 0.065
H -0.721 1.876 -1.727
H -1.700 2.878 -0.650
H -3.916 1.906 -1.081
H -5.418 -0.070 -0.847
H -4.400 -2.261 -0.194
H -1.967 -2.379 0.154
H -1.784 1.864 1.582
H -0.574 3.107 1.840
H -0.302 2.832 4.218
H 0.466 1.395 6.099
H 1.023 -0.996 5.638
H 0.793 -1.839 3.310
C 0.916 -6.469 -1.191
Si 0.319 -5.920 0.493
C -0.985 -7.064 1.172
C 1.744 -5.683 1.681
C -0.509 -4.199 0.296
Te 0.812 -2.845 -0.681
C -0.072 -2.894 -2.612
Si 0.819 -1.772 -3.879
C 0.448 -0.025 -3.306
C 2.659 -2.082 -3.760
C 0.128 -2.124 -5.571
H 1.398 -7.446 -1.106
H 1.654 -5.789 -1.623
H 0.090 -6.580 -1.897
H -0.565 -8.060 1.331
H -1.823 -7.171 0.480
H -1.377 -6.716 2.130
H 2.380 -6.569 1.703
H 1.388 -5.510 2.699
H 2.383 -4.842 1.396
H -0.762 -3.786 1.276
H -1.415 -4.259 -0.308
H -1.119 -2.605 -2.497
H -0.032 -3.944 -2.910
H 0.705 -0.018 -2.235
H -0.616 0.200 -3.413
H 1.026 0.736 -3.831
H 3.072 -1.744 -2.805
H 3.182 -1.535 -4.547
H 2.907 -3.139 -3.879
H -0.954 -1.986 -5.599
H 0.344 -3.143 -5.894
H 0.570 -1.446 -6.304
*
```

* Kohn-Sham gap (alpha / beta): 7.9 / 7.9 eV
* energy: -2247.558057 a.u.
* highest occupied orbital energy (alpha / beta): -14.05 / -14.05 eV

(5)
Molecular formula: CH6N4
Method: DFT, the ωB97M-V functional and the def2-TZVPD basis

Structure (ORCA input):
```
! RIJCOSX wB97M-V def2-TZVPD def2/J DEFGRID3
* xyz 0 1
H -0.481 0.177 1.913
N 0.223 -0.434 1.561
C 0.345 -0.433 0.292
N 1.279 -1.224 -0.395
N -0.214 0.461 -0.607
N -1.165 1.428 -0.252
H 1.317 -1.233 -1.408
H 1.638 -2.132 -0.075
H -0.282 0.173 -1.599
H -1.967 1.013 0.320
H -0.693 2.205 0.250
*
```

* Kohn-Sham gap: 10.0 eV
* energy: -260.692694 a.u.
* highest occupied orbital energy: -9.05 eV
* SMILES: [H]/N=C(/N)NN

(6)
Molecular formula: C29H30F6N3OS
Method: DFT, the ωB97M-V functional and the def2-TZVPD basis

Structure (ORCA input):
```
! RIJCOSX wB97M-V def2-TZVPD def2/J DEFGRID3
* xyz 1 1
F 4.692 -3.196 2.598
C 4.027 -3.226 3.797
F 3.552 -4.491 3.965
F 4.970 -3.011 4.771
C 2.944 -2.180 3.847
C 1.622 -2.523 4.113
C 0.640 -1.514 4.177
N -0.686 -1.906 4.431
C -1.827 -1.119 4.438
S -1.907 0.531 4.203
N -2.974 -1.825 4.683
C -4.275 -1.111 4.849
C -4.610 -0.392 3.532
C -5.064 -1.391 2.434
C -6.436 -0.891 1.953
C -6.789 0.336 2.814
N -5.593 0.653 3.571
C 1.008 -0.193 3.979
C 2.335 0.126 3.697
C 2.679 1.569 3.474
F 3.990 1.777 3.193
F 1.952 2.106 2.435
F 2.375 2.337 4.578
C 3.319 -0.856 3.622
H 1.341 -3.561 4.267
H -0.828 -2.898 4.608
H -2.899 -2.739 5.124
H -5.039 -1.874 5.062
H -4.218 -0.392 5.687
H -3.676 0.141 3.210
H -4.319 -1.387 1.631
H -5.138 -2.408 2.843
H -6.388 -0.601 0.900
H -7.209 -1.661 2.059
H -7.052 1.197 2.190
H -7.662 0.124 3.459
H -5.715 1.154 4.446
H 0.270 0.619 4.026
H 4.344 -0.597 3.392
C -10.382 6.278 4.494
O -9.850 5.854 3.220
C -8.721 5.104 3.192
C -8.317 4.619 1.921
C -7.149 3.904 1.800
C -6.283 3.704 2.915
C -5.005 3.080 2.733
C -3.793 3.606 3.263
C -2.544 3.103 2.779
C -1.341 3.511 3.334
C -1.299 4.482 4.341
C -0.009 4.956 4.929
C -2.506 5.055 4.764
C -3.723 4.647 4.243
C -6.749 4.120 4.191
C -7.941 4.808 4.341
H -11.326 6.760 4.234
H -10.562 5.421 5.158
H -9.710 6.995 4.984
H -8.957 4.838 1.070
H -6.848 3.529 0.822
H -4.890 2.423 1.867
H -2.559 2.391 1.951
H -0.401 3.057 3.003
H -0.128 5.131 6.007
H 0.794 4.231 4.769
H 0.293 5.910 4.476
H -2.470 5.843 5.523
H -4.634 5.144 4.572
H -6.151 3.897 5.075
H -8.267 5.138 5.330
*
```

* Kohn-Sham gap: 5.7 eV
* energy: -2359.735948 a.u.
* highest occupied orbital energy: -10.41 eV

(7)
Molecular formula: C14H32Cs3N4O12S2
Method: DFT, the ωB97M-V functional and the def2-TZVPD basis

Structure (ORCA input):
```
! RIJCOSX wB97M-V def2-TZVPD def2/J DEFGRID3
* xyz 1 1
Cs 5.786 -0.254 -1.683
Cs -0.687 5.964 0.841
Cs 4.956 5.048 -3.796
S 1.440 1.622 -0.733
O 2.691 2.218 -1.146
O 1.072 2.104 0.575
O 0.463 2.094 -1.671
O 1.569 0.136 -0.765
C 3.296 -2.631 3.136
C 2.681 -3.814 2.306
O 2.561 -4.881 2.836
N 2.240 -3.513 1.079
C 1.420 -4.456 0.305
H 4.192 -3.047 3.596
H 2.652 -2.368 3.975
H 3.470 -1.725 2.555
H 2.032 -2.598 0.706
H 0.399 -4.173 0.562
H 1.617 -5.506 0.522
H 1.357 -4.207 -0.755
C 1.922 2.412 7.703
C 2.023 2.208 6.198
O 3.146 2.078 5.715
N 0.962 2.272 5.432
C -0.447 2.115 5.778
H 2.165 3.475 7.712
H 2.542 1.852 8.402
H 0.869 2.315 7.969
H 1.153 2.199 4.443
H -0.757 1.071 5.822
H -0.926 2.515 4.884
H -0.732 2.697 6.654
C -4.029 2.412 -3.990
C -3.299 3.176 -5.150
O -4.083 3.617 -6.021
N -2.005 3.490 -5.044
C -1.253 4.391 -6.044
H -4.570 1.554 -4.388
H -4.726 3.018 -3.411
H -3.364 1.955 -3.257
H -1.558 3.094 -4.229
H -0.281 3.934 -6.233
H -0.992 5.411 -5.764
H -1.679 4.478 -7.044
C -2.736 -3.686 3.572
C -3.537 -2.379 3.637
O -4.483 -2.229 4.438
N -3.255 -1.307 2.997
C -2.255 -1.150 1.963
H -2.032 -3.862 4.384
H -2.120 -3.664 2.673
H -3.508 -4.440 3.725
H -3.790 -0.482 3.228
H -2.172 -1.983 1.264
H -1.301 -0.903 2.428
H -2.516 -0.287 1.350
C 0.834 -0.373 -5.986
C -0.009 -1.370 -5.032
O 0.022 -2.554 -5.687
S 1.420 -2.856 -6.488
O 1.256 -3.587 -7.749
O 2.428 -3.302 -5.544
O 1.553 -1.211 -6.796
H 1.421 0.276 -5.336
H 0.107 0.151 -6.607
H -1.040 -1.020 -4.969
H 0.428 -1.533 -4.047
*
```

* Kohn-Sham gap: 4.1 eV
* energy: -2531.026612 a.u.
* highest occupied orbital energy: -8.33 eV

(8)
Molecular formula: C38H43FFeN6O4PS
Method: DFT, the ωB97M-V functional and the def2-TZVPD basis

Structure (ORCA input):
```
! RIJCOSX wB97M-V def2-TZVPD def2/J DEFGRID3
* xyz -1 5
Fe -0.031 -0.582 0.324
O 0.346 3.646 0.012
C -0.220 2.572 0.037
O 0.315 1.423 -0.022
C -1.773 2.530 0.190
P -2.234 0.756 0.340
C -2.972 0.357 -1.305
C -4.334 0.467 -1.587
C -4.890 -0.124 -2.703
C -4.091 -0.843 -3.585
C -2.726 -0.875 -3.389
C -2.172 -0.266 -2.272
C -3.853 0.827 1.224
C -4.671 -0.307 1.122
C -5.877 -0.396 1.779
C -6.318 0.656 2.572
C -5.512 1.775 2.709
C -4.294 1.855 2.058
H -2.243 2.993 -0.678
H -2.044 3.092 1.084
H -4.971 1.022 -0.914
H -5.951 -0.030 -2.888
H -4.524 -1.339 -4.441
H -2.089 -1.362 -4.110
H -0.489 0.134 -1.096
H -4.353 -1.108 0.472
H -6.496 -1.275 1.653
H -7.274 0.604 3.073
H -5.850 2.609 3.311
H -3.700 2.748 2.181
C 2.466 1.450 -2.358
C 3.622 0.692 -1.703
C 3.503 -0.814 -1.921
C 3.736 1.167 -0.267
C 4.639 2.210 -0.097
C 4.872 2.794 1.128
C 4.148 2.347 2.212
C 3.219 1.324 2.095
C 2.483 0.985 3.379
C 2.540 -0.482 3.808
C 1.044 1.493 3.290
C 2.995 0.703 0.844
N 2.144 -0.418 0.806
C 2.780 -1.580 0.965
C 4.185 -1.783 1.065
C 4.724 -3.039 1.218
C 3.931 -4.177 1.295
C 2.550 -4.021 1.262
C 2.034 -2.763 1.119
F 0.665 -2.563 1.203
H 2.310 1.107 -3.380
H 2.668 2.520 -2.372
H 1.569 1.295 -1.769
H 4.552 0.996 -2.206
H 2.572 -1.202 -1.531
H 4.319 -1.342 -1.430
H 3.544 -1.031 -2.990
H 5.193 2.563 -0.958
H 5.605 3.581 1.236
H 4.316 2.797 3.183
H 2.980 1.547 4.182
H 1.958 -1.104 3.141
H 2.148 -0.582 4.821
H 3.569 -0.838 3.789
H 0.553 1.077 2.414
H 1.041 2.577 3.199
H 0.481 1.210 4.179
H 4.837 -0.922 1.025
H 5.801 -3.141 1.285
H 4.375 -5.156 1.401
H 1.881 -4.863 1.358
N -0.868 -0.957 2.858
N -1.950 -1.838 2.956
C -2.577 -2.388 1.904
N -3.766 -3.024 2.200
S -1.989 -2.376 0.344
H -0.043 -1.373 3.287
H -0.623 -0.804 1.836
H -2.483 -1.728 3.811
H -4.364 -2.567 2.876
H -4.262 -3.318 1.372
C -0.290 1.766 -5.389
N -0.225 0.746 -4.370
C 0.351 -0.471 -4.688
C 0.617 -1.401 -3.696
C 0.178 -1.184 -2.407
O 0.478 -1.733 -1.320
N -0.745 -0.042 -2.197
C -0.619 1.096 -3.126
O -0.993 2.208 -2.792
H -0.674 1.330 -6.311
H 0.695 2.205 -5.564
H -0.960 2.550 -5.042
H 0.629 -0.607 -5.718
H 1.226 -2.265 -3.899
*
```

* Kohn-Sham gap (alpha / beta): 5.5 / 5.5 eV
* energy: -4206.393155 a.u.
* highest occupied orbital energy (alpha / beta): -3.35 / -3.37 eV